C24H40N6O2PSeTeV | ωB97M-V with the def2-TZVPD basis set

Its HOMO energy (spin up / spin down) is -4.2 / -4.4 eV. Its expectation value of S² is 3.76. As for the charge: -1. The HOMO-LUMO gap (spin up / spin down) is 6.692 / 6.924 eV. The multiplicity is 4. The total energy is -146194.0231 eV.

Positions of all 76 atoms, in Å:
V: -0.25395 -1.32914 1.34377
O: 0.68100 -0.25871 5.05929
C: 0.14421 -0.05194 3.97770
O: 0.65989 -0.52006 2.86095
C: -1.98167 0.51252 3.04173
C: -3.14449 1.36969 3.10595
C: -4.27395 1.07955 2.41416
C: -4.32105 -0.06607 1.57620
C: -3.16597 -0.78115 1.45101
N: -2.01197 -0.49501 2.09163
H: -3.07945 2.21792 3.77359
H: -5.14391 1.72035 2.50927
H: -5.21303 -0.35345 1.03840
H: -3.11353 -1.63845 0.78491
C: -0.26017 -3.07604 6.04796
Te: -0.98281 -3.52122 4.09901
C: 0.98531 -3.77806 3.32008
H: 0.14229 -2.06417 6.04766
H: 0.50408 -3.80636 6.30481
H: -1.09375 -3.15946 6.74235
H: 1.50180 -4.54779 3.88896
H: 1.50394 -2.82353 3.39319
H: 0.89668 -4.09407 2.28061
N: -1.00760 0.73804 3.89590
P: 0.31527 0.19792 -0.62151
N: 0.97376 1.66212 -0.18272
C: 2.02011 2.35446 -0.91905
C: 1.79364 3.86449 -0.92606
C: 1.59783 4.39747 0.49065
C: 0.48243 3.63246 1.19697
C: 0.77800 2.14103 1.18998
N: -0.85786 0.52269 -1.80098
C: -1.90449 -0.48977 -1.95557
C: -2.45338 -0.47839 -3.37531
C: -2.96389 0.91274 -3.73718
C: -1.87579 1.95650 -3.50127
C: -1.34309 1.86567 -2.07624
N: 1.56896 -0.49498 -1.54770
C: 2.58085 -1.12467 -0.69449
C: 3.89194 -1.27769 -1.45252
C: 3.66878 -2.07427 -2.73467
C: 2.56939 -1.43017 -3.57390
C: 1.29426 -1.27346 -2.75631
H: 2.06253 1.95594 -1.93182
H: 2.99585 2.14571 -0.45247
H: 0.90759 4.09650 -1.52505
H: 2.64409 4.35157 -1.41114
H: 1.38400 5.46888 0.46803
H: 2.52887 4.26947 1.05499
H: -0.47094 3.81158 0.68831
H: 0.36981 3.96719 2.23000
H: -0.02318 1.57753 1.66084
H: 1.67846 1.93804 1.78641
H: -2.72062 -0.29005 -1.24711
H: -1.49899 -1.47200 -1.70897
H: -3.25064 -1.22008 -3.46140
H: -1.65944 -0.77403 -4.06842
H: -3.82727 1.15122 -3.10536
H: -3.30928 0.94233 -4.77347
H: -2.26245 2.96327 -3.68134
H: -1.04741 1.79074 -4.19781
H: -2.15042 2.13331 -1.37367
H: -0.53515 2.57578 -1.92193
H: 2.24160 -2.12042 -0.36458
H: 2.72393 -0.51274 0.20146
H: 4.62639 -1.77214 -0.81223
H: 4.27767 -0.28175 -1.69425
H: 3.36074 -3.09277 -2.47366
H: 4.59719 -2.15494 -3.30546
H: 2.35621 -2.03917 -4.45565
H: 2.89569 -0.44301 -3.92003
H: 0.91282 -2.26920 -2.50861
H: 0.53128 -0.75395 -3.33241
Se: 0.13649 -5.23663 -1.78627
C: -0.18257 -3.87141 -0.68075
N: -0.40143 -2.97230 0.03263